# 1
Here is a molecular structure, CHLiOTl in a non-equilibrium geometry from OMol25. Energies are from ωB97M-V/def2-TZVPD.

```
5
CHLiOTl (ωB97M-V/def2-TZVPD)
H -0.25 0.67 -0.91
O -0.70 -0.42 1.60
C -1.15 0.50 1.08
Tl 0.86 -0.79 -1.58
Li 1.24 0.04 -0.19
```

Output
charge: +1
lowest unoccupied orbital energy: -6.11 eV
calculated total energy: -7986.1096 eV
orbital gap: 8.01 eV

These are the Löwdin partial charges, in e, on atoms 1 to 2:
1 H -0.17
2 O 0.01

# 2
Here is a gas-phase ion, CHN2 (charge +1) in a non-equilibrium geometry from OMol25. Energies are from ωB97M-V/def2-TZVPD.

```
4
CHN2 (ωB97M-V/def2-TZVPD)
C -0.01 0.00 0.03
N -0.34 -0.20 1.19
N 1.09 0.32 -0.40
H -0.75 -0.12 -0.82
```

Output
charge: +1
lowest unoccupied orbital energy (spin up / spin down): -11.37 / -11.39 eV
relative energy (zero: lowest compared OMol25 entry of this formula, charge and spin): 105.0 kcal per mole
calculated total energy: -4015.7549 eV
orbital gap (spin up / spin down): 8.01 / 8.00 eV

These are the Löwdin partial charges, in e, on atoms 1 to 2:
1 C -0.32
2 N 0.51

# 3
Here is 2 unconnected molecules or ions with the total composition CHN2O2P in a non-equilibrium geometry from OMol25. Energies are from ωB97M-V/def2-TZVPD.

```
7
CHN2O2P (ωB97M-V/def2-TZVPD)
C -0.04 -1.42 0.08
N 0.12 -2.23 -0.71
N -0.65 1.02 -0.07
O -1.76 0.99 -0.59
O 0.20 1.87 -0.29
P -0.11 -0.14 1.28
H 2.24 -0.07 0.29
```

Output
charge: 0
lowest unoccupied orbital energy (spin up / spin down): -2.94 / -1.49 eV
relative energy (zero: lowest compared OMol25 entry of this formula, charge and spin): 76.8 kcal per mole
calculated total energy: -17409.7652 eV
orbital gap (spin up / spin down): 8.16 / 8.80 eV

These are the Löwdin partial charges, in e, on atoms 1 to 2:
1 C -0.60
2 N 0.11

# 4
Here is 2 unconnected molecules or ions with the total composition CHN3O2 in a non-equilibrium geometry from OMol25. Energies are from ωB97M-V/def2-TZVPD.

```
7
CHN3O2 (ωB97M-V/def2-TZVPD)
C -1.56 -0.74 0.04
N -2.53 -1.26 -0.12
N 0.76 -0.49 -0.06
N -0.39 -0.21 0.21
O -0.46 1.90 0.01
O 1.62 0.46 -0.16
H 2.55 0.34 0.07
```

Output
charge: 0
lowest unoccupied orbital energy (spin up / spin down): -1.50 / -1.54 eV
relative energy (zero: lowest compared OMol25 entry of this formula, charge and spin): 200.9 kcal per mole
calculated total energy: -9608.6959 eV
orbital gap (spin up / spin down): 8.73 / 8.87 eV

These are the Löwdin partial charges, in e, on atoms 1 to 2:
1 C -0.29
2 N 0.20

- What is the formula in the second record?
  CHN2

- Which formula does entry 4 have?
  CHN3O2